[1]
{
  "formula": "H14O7",
  "method": "the ωB97M-V functional and the def2-TZVPD basis",
  "elements": ["O", "H", "H", "O", "H", "H", "O", "H", "H", "O", "H", "H", "O", "H", "H", "O", "H", "H", "O", "H", "H"],
  "xyz": [[2.63359, -0.98579, -1.04160], [1.99231, -1.61481, -0.71095], [3.36923, -1.52410, -1.33365], [-0.30830, -1.51775, -1.93995], [0.39934, -1.45244, -2.58121], [-0.17793, -2.37027, -1.52469], [-0.69853, -0.51691, 0.57956], [-0.93053, -0.47749, -0.34827], [0.25325, -0.61847, 0.58484], [-3.33447, -0.72517, 0.95911], [-3.46129, 0.15806, 1.30562], [-2.39794, -0.89230, 1.06493], [-2.69215, 2.01356, 1.49549], [-1.75190, 1.90328, 1.63690], [-3.09038, 1.77456, 2.33247], [-0.43810, 2.67042, -1.17700], [-0.96842, 1.87607, -1.24009], [0.32624, 2.49287, -1.72517], [3.69210, 0.29109, 1.36861], [3.07274, -0.28022, 0.91448], [4.51111, -0.20421, 1.38057]],
  "forces_ev_per_a": [[-0.177, 0.151, 0.032], [-0.260, -0.245, -0.033], [0.337, -0.103, -0.096], [-0.025, 0.072, -0.059], [0.197, 0.178, -0.283], [-0.233, -0.350, 0.095], [0.225, 0.131, 0.584], [-0.027, -0.073, -0.479], [0.164, 0.119, 0.082], [-0.770, -0.624, -0.032], [0.126, 0.245, -0.280], [0.260, 0.011, 0.151], [-0.308, 0.181, -0.092], [0.400, -0.066, -0.091], [-0.076, 0.186, 0.388], [0.002, 0.172, 0.127], [-0.267, -0.158, 0.035], [0.241, 0.000, -0.116], [0.020, 0.258, 0.408], [-0.038, -0.017, -0.385], [0.208, -0.068, 0.044]],
  "e_homo_ha": -0.383,
  "mol_weight_g_mol": 126.1,
  "gap_ev": 10.0
}


[2]
{
  "formula": "C17H30AlCl4MgN7NaO7",
  "method": "the ωB97M-V functional and the def2-TZVPD basis",
  "elements": ["N", "C", "N", "N", "C", "C", "C", "C", "C", "C", "C", "N", "C", "O", "H", "H", "H", "H", "H", "H", "H", "H", "H", "H", "H", "H", "H", "H", "H", "H", "H", "H", "C", "Cl", "Cl", "H", "H", "Cl", "Mg", "C", "C", "N", "H", "H", "H", "C", "C", "N", "H", "H", "H", "Cl", "Na", "N", "O", "O", "O", "C", "C", "O", "C", "O", "O", "H", "H", "H", "H", "Al"],
  "xyz": [[4.35313, 0.06719, -1.97827], [3.34827, 0.52312, -1.16451], [3.00565, 2.02368, -1.27455], [2.53529, -0.27422, -0.17522], [2.85795, -1.74911, -0.17809], [1.80458, -2.65054, -1.10993], [0.46005, -3.08702, -0.22028], [-0.94829, -2.88233, -1.04654], [-1.58329, -1.37506, -0.93246], [-2.92050, -1.14590, -1.85526], [-3.23520, 0.43167, -1.40247], [-3.08042, 0.32614, 0.12605], [-2.16703, -0.82700, 0.49805], [-1.94561, -1.19039, 1.76590], [4.71792, 0.88242, -2.55156], [3.33107, 2.47165, -0.38460], [1.94642, 2.04055, -1.30067], [1.53184, -0.16522, -0.46449], [3.97004, -2.02195, -0.41711], [2.66449, -2.13266, 0.93621], [2.37658, -3.64526, -1.42098], [1.46675, -2.06231, -2.06726], [0.54940, -4.24216, 0.00563], [0.40791, -2.51008, 0.81748], [-1.79085, -3.64566, -0.71154], [-0.68867, -3.07034, -2.19643], [-0.67263, -0.67262, -1.15014], [-2.45469, -1.13664, -2.95409], [-3.80872, -1.91150, -1.73261], [-4.36735, 0.77530, -1.51773], [-2.43631, 1.10593, -1.96954], [-2.83407, 1.23025, 0.59949], [-5.19430, -3.35679, -3.96584], [-6.03662, -2.07997, -3.07973], [-3.98908, -4.15073, -2.94509], [-5.92349, -4.09941, -4.29862], [-4.69325, -2.91762, -4.83203], [1.56338, -4.58478, 1.43079], [-4.13663, -1.12688, -5.45342], [2.17372, 5.65834, 0.80863], [3.05760, 4.48264, 0.87754], [3.75608, 3.55379, 0.93199], [2.40736, 6.28999, -0.05499], [1.12124, 5.36855, 0.72214], [2.26424, 6.28541, 1.70185], [5.00698, 8.78774, -0.67542], [3.65312, 8.68215, -0.10602], [2.58350, 8.59870, 0.34401], [5.60701, 7.89727, -0.45993], [4.97996, 8.90394, -1.76397], [5.54968, 9.64891, -0.27153], [6.06338, 3.88253, 0.81707], [4.86337, -0.96362, 0.14207], [-7.43664, -4.07683, -0.82021], [-7.55156, -3.16987, 0.02078], [-6.57426, -4.95808, -0.66939], [-8.18404, -4.10253, -1.81195], [-0.87641, -1.77698, 4.76869], [-1.27227, -3.15074, 4.33386], [-0.63800, -3.98767, 5.28222], [-0.43321, -3.23442, 6.40219], [-0.06185, -3.68153, 7.47450], [-0.69909, -1.91649, 6.16584], [-1.64616, -1.03238, 4.54806], [0.07002, -1.45361, 4.32282], [-2.35423, -3.31100, 4.38829], [-0.92921, -3.38185, 3.32166], [7.51596, 8.99390, -0.16934]],
  "forces_ev_per_a": [[-3.401, 1.582, 3.485], [1.522, 1.630, -3.035], [-1.078, -3.445, 0.607], [1.806, 0.078, -2.914], [-2.150, -2.766, 0.634], [0.417, -0.595, 0.753], [-0.071, 2.818, -0.404], [-0.799, -0.428, -0.346], [-0.223, -1.068, 1.243], [1.687, 1.699, -0.397], [-0.604, -1.177, 0.486], [2.838, -1.401, -0.664], [0.069, 0.390, 4.426], [-0.964, 2.023, -7.922], [-0.699, -1.084, 1.128], [-0.487, -0.546, -0.920], [1.528, 0.372, 0.287], [1.260, 0.068, 0.713], [-4.765, -1.444, -1.204], [0.550, 0.774, -2.325], [-1.334, 2.216, 0.481], [0.787, -1.071, 1.798], [-0.039, 0.486, -0.101], [-0.065, -1.050, -2.419], [1.954, 1.473, -0.650], [-0.689, 0.287, 2.468], [-2.021, -0.734, -0.050], [-1.410, -0.162, 1.771], [2.254, 1.751, 0.087], [2.615, -0.659, -0.356], [-1.824, -1.138, 1.368], [-0.568, -1.426, -0.299], [-0.353, -1.020, 1.173], [0.041, 0.427, -0.494], [-0.242, -0.072, -0.531], [0.143, 0.185, -0.061], [0.171, -0.443, -0.384], [0.220, -0.554, 0.340], [-0.206, 0.525, 0.205], [0.043, -0.076, -0.007], [0.060, -0.054, 0.240], [-1.066, 1.111, 0.293], [0.062, -0.414, 0.157], [0.219, -0.178, 0.045], [0.129, -0.286, -0.076], [-0.624, -0.084, -0.277], [-1.314, 0.048, 0.653], [2.064, 0.273, -0.875], [-0.499, -0.476, 0.067], [-0.097, 0.029, 0.077], [-0.835, 0.488, 0.132], [0.407, 0.079, -0.101], [3.894, 2.897, 1.694], [-0.021, -0.053, 0.474], [0.138, -0.839, -0.962], [-0.643, 0.870, -0.267], [0.688, 0.114, 0.610], [-0.183, 0.967, -0.413], [-0.509, -0.375, -0.873], [0.277, 0.365, 0.598], [0.912, -1.166, 2.822], [-0.897, 1.141, -2.735], [0.127, -0.733, 0.158], [0.176, -0.093, 0.183], [-0.009, -0.025, -0.003], [0.094, 0.050, -0.016], [-0.011, -0.116, 0.218], [1.546, 0.039, 0.208]],
  "charge": 3,
  "e_homo_ha": -0.492,
  "mol_weight_g_mol": 660.6,
  "gap_ev": 1.2
}